1.
{
  "formula": "C4H11ClIRhTi",
  "method": "ωB97M-V/def2-TZVPD",
  "homo_lumo_gap_ev": [5.646, 6.593],
  "lumo_energy_ha": [0.107, 0.076],
  "total_charge": -1,
  "energy_ev": -51067.863,
  "multiplicity": 6,
  "symbols": ["Rh", "Cl", "C", "H", "H", "H", "Ti", "C", "C", "C", "H", "H", "H", "H", "H", "H", "H", "H", "I"],
  "positions_angstrom": [[-0.6925, 1.6799, -0.5084], [-1.5433, 3.6937, -0.5479], [-1.7906, 0.0901, 0.4095], [-1.3964, -0.7059, 1.1007], [-2.2790, -0.4271, -0.4213], [-2.4423, 0.7513, 1.0298], [0.6789, -0.2463, -2.6863], [2.4562, 0.6084, -3.1891], [-0.7201, -0.1556, -4.2369], [0.7502, -1.8973, -1.5360], [-1.3159, -1.0732, -4.3648], [-1.4740, 0.6248, -4.0012], [-0.3538, 0.1037, -5.2376], [3.2816, -0.0238, -2.8249], [2.6774, 0.8228, -4.2282], [2.5754, 1.5576, -2.6461], [-0.2407, -2.3033, -1.3013], [1.3522, -1.8621, -0.6034], [0.6425, 0.4804, 1.3135]],
  "forces_ev_per_angstrom": [[0.754, -1.371, -0.187], [-0.666, 1.916, -0.316], [-2.112, -1.668, 0.740], [-0.859, 0.839, -1.098], [-0.524, 0.180, 0.010], [-0.009, -0.562, -0.621], [-0.495, 0.538, -0.245], [1.166, 0.342, 0.171], [-0.849, 0.095, -0.433], [-0.088, 0.021, 1.226], [0.170, -0.013, 0.115], [0.258, -0.120, 0.115], [0.201, -0.024, 0.104], [-0.136, -0.071, 0.018], [-0.113, 0.023, -0.382], [-0.150, 0.040, 0.070], [0.080, -0.355, -0.029], [-0.128, -0.390, -0.598], [3.499, 0.581, 1.341]],
  "nbo_charge": [0.63, -0.62, -1.03, 0.20, 0.18, 0.20, 1.48, -1.24, -1.24, -0.84, 0.22, 0.22, 0.22, 0.23, 0.22, 0.23, 0.17, 0.19, -0.43]
}

***

2.
{
  "formula": "H40O20",
  "method": "ωB97M-V/def2-TZVPD",
  "homo_lumo_gap_ev": 10.342,
  "lumo_energy_ha": 0.000,
  "e_above_lowest_kcal_mol": 116.0,
  "total_charge": 0,
  "energy_ev": -41597.993,
  "multiplicity": 1,
  "symbols": ["O", "H", "H", "O", "H", "H", "O", "H", "H", "O", "H", "H", "O", "H", "H", "O", "H", "H", "O", "H", "H", "O", "H", "H", "O", "H", "H", "O", "H", "H", "O", "H", "H", "O", "H", "H", "O", "H", "H", "O", "H", "H", "O", "H", "H", "O", "H", "H", "O", "H", "H", "O", "H", "H", "O", "H", "H", "O", "H", "H"],
  "positions_angstrom": [[-1.4036, -3.8555, 1.7463], [-1.0964, -4.3016, 2.5474], [-1.6527, -4.6399, 1.2408], [-3.6096, 3.9320, 0.9338], [-2.7933, 4.3386, 0.6857], [-3.5190, 2.9785, 1.0150], [3.2134, 1.8105, -0.8995], [3.9089, 2.1759, -1.4498], [2.6125, 2.5383, -0.7649], [0.7276, 2.4216, 1.6115], [0.8006, 1.8785, 2.3921], [1.2342, 1.9304, 0.9662], [1.1822, -3.3045, -1.2123], [0.3921, -3.3208, -1.8081], [0.9471, -3.6694, -0.3616], [-0.1706, -0.0860, 4.5185], [0.6086, 0.4395, 4.7374], [-0.1217, 0.0602, 3.5624], [-0.5460, -0.4607, -0.5929], [-0.6807, -1.3031, -0.1485], [-1.4090, -0.0321, -0.6290], [1.2777, 4.5320, -3.0514], [0.5193, 3.9489, -2.9285], [1.2614, 4.7056, -3.9979], [-2.2033, -0.5838, 0.9566], [-2.4771, 0.1852, 1.4587], [-2.0624, -1.4276, 1.3855], [-2.4556, -0.5070, -2.5209], [-2.6622, 0.1925, -1.8986], [-1.5197, -0.6215, -2.6652], [1.0415, 1.0466, -4.3254], [0.5389, 0.6419, -5.0125], [1.4856, 0.4410, -3.7081], [-0.9675, 1.9861, -2.5981], [-1.2709, 1.5542, -3.4121], [-0.0738, 1.7485, -2.9101], [-2.9384, 1.6315, 2.5422], [-2.6026, 1.7683, 3.4297], [-3.8926, 1.5775, 2.6043], [-0.9427, -2.9635, -2.7295], [-1.3428, -3.3410, -3.4879], [-1.3031, -2.5174, -1.9648], [1.5408, -2.1943, 1.2522], [2.1117, -1.6200, 0.7327], [0.8317, -1.5346, 1.2979], [2.2438, 0.1636, 2.7486], [2.7872, 0.2319, 3.5363], [2.4394, -0.6624, 2.2986], [-2.2433, 1.7358, -0.2627], [-1.7096, 1.8635, -1.0399], [-1.6633, 1.8347, 0.4987], [3.9300, -0.1698, 0.6786], [4.4921, 0.5136, 1.0155], [3.7011, 0.0157, -0.2397], [1.4890, -0.8402, -2.5324], [1.1480, -0.6212, -1.6421], [2.0879, -1.4820, -2.1105], [-0.1137, -3.5317, 3.5746], [0.2916, -3.7308, 2.7289], [0.6015, -3.5002, 4.2080]],
  "forces_ev_per_angstrom": [[-0.704, -1.265, -1.370], [-0.750, 0.407, 0.385], [-0.329, 0.398, -0.600], [-1.644, 0.383, 0.521], [0.804, -0.233, -0.250], [0.705, 0.362, -0.393], [0.185, -0.094, -0.200], [0.060, 0.111, -0.229], [-0.352, 0.462, -0.029], [-0.505, 0.514, -0.286], [0.233, -0.278, 0.338], [0.213, -0.305, -0.162], [-0.049, 0.062, -0.697], [0.731, -0.213, 0.326], [-0.123, -0.018, 0.254], [0.290, 0.682, -0.476], [-0.024, -0.163, 0.605], [-0.400, -0.580, -0.069], [2.450, -0.410, -1.403], [-0.136, 0.386, -0.116], [0.184, -0.177, 0.707], [-0.105, -0.100, -0.042], [-0.085, -0.007, 0.109], [0.136, 0.034, 0.009], [-0.999, -0.733, -0.179], [-0.198, -0.404, 1.086], [-0.508, 0.190, 1.092], [-1.348, -0.670, -0.875], [0.304, 0.154, 0.035], [0.476, 0.426, 0.404], [0.388, 1.848, 0.668], [-0.132, -1.015, -0.403], [-0.295, -0.794, -0.359], [0.862, -0.310, -1.471], [-1.598, 0.239, 0.244], [0.988, 0.386, 0.910], [0.224, -0.257, -0.265], [0.002, 0.023, 0.221], [-0.271, 0.021, 0.247], [2.724, 0.016, 0.743], [-1.662, 0.021, -0.168], [-1.625, 0.040, -0.753], [-0.300, 1.125, 0.258], [1.015, -0.597, -0.544], [-0.661, -0.526, 0.505], [-0.618, 0.773, 0.507], [0.178, -0.288, -0.090], [0.333, -0.190, 0.236], [-0.806, -0.195, 0.645], [0.674, 0.574, -0.803], [0.276, 0.087, -0.012], [-0.358, -1.844, -0.262], [0.166, 0.708, -0.112], [0.294, 0.595, 0.307], [0.918, -0.293, 1.777], [-1.309, 0.826, -0.645], [0.296, -0.615, -1.277], [0.783, 0.105, 1.209], [0.793, 0.571, -0.129], [0.207, 0.041, 0.318]],
  "nbo_charge": [-0.97, 0.49, 0.46, -0.97, 0.47, 0.49, -0.97, 0.48, 0.49, -0.95, 0.48, 0.47, -1.01, 0.50, 0.48, -0.93, 0.46, 0.47, -1.01, 0.47, 0.52, -0.95, 0.48, 0.47, -1.02, 0.51, 0.49, -0.97, 0.48, 0.49, -1.01, 0.48, 0.52, -0.98, 0.49, 0.50, -0.96, 0.50, 0.49, -1.01, 0.52, 0.52, -0.94, 0.48, 0.47, -0.99, 0.47, 0.50, -0.99, 0.50, 0.49, -0.98, 0.48, 0.50, -0.98, 0.50, 0.49, -0.95, 0.49, 0.48]
}

***

3.
{
  "formula": "C4H8O4",
  "method": "ωB97M-V/def2-TZVPD",
  "homo_lumo_gap_ev": 11.184,
  "lumo_energy_ha": 0.021,
  "e_above_lowest_kcal_mol": 19.8,
  "total_charge": 0,
  "smiles": "CC(=O)O.CC(=O)O",
  "energy_ev": -12468.301,
  "multiplicity": 1,
  "symbols": ["C", "C", "O", "O", "H", "H", "H", "H", "C", "C", "O", "O", "H", "H", "H", "H"],
  "positions_angstrom": [[-0.1796, -1.7219, 1.5024], [0.9727, -1.0502, 0.8142], [1.6886, -0.2066, 1.3342], [1.1546, -1.4477, -0.4647], [0.1969, -2.4851, 2.1861], [-0.8577, -2.1856, 0.7806], [-0.7542, -0.9715, 2.0522], [0.4779, -2.0813, -0.7749], [-0.0387, 1.7197, -1.6451], [-0.9164, 1.0852, -0.6112], [-1.7873, 0.2654, -0.8699], [-0.6667, 1.4845, 0.6520], [-0.6171, 2.4654, -2.1955], [0.8315, 2.2019, -1.1931], [0.3254, 0.9455, -2.3259], [0.1700, 1.9824, 0.7586]],
  "forces_ev_per_angstrom": [[-0.424, 0.069, 0.069], [0.414, 0.828, 0.787], [-0.910, -1.386, -1.182], [0.301, 0.084, -0.398], [-0.023, 0.107, 0.017], [0.070, -0.005, 0.159], [0.226, -0.162, 0.027], [0.364, 0.516, 0.515], [0.407, -0.042, -0.248], [-0.645, -0.910, -0.429], [1.288, 1.336, 0.778], [-0.196, -0.070, 0.416], [0.069, -0.129, -0.023], [-0.105, 0.023, -0.119], [-0.204, 0.193, 0.002], [-0.631, -0.454, -0.372]],
  "nbo_charge": [-0.74, 0.80, -0.60, -0.68, 0.24, 0.22, 0.26, 0.50, -0.74, 0.80, -0.59, -0.68, 0.25, 0.21, 0.25, 0.50]
}